C5H7NO | ωB97M-V/def2-TZVPD

Energy relative to the best compared isomer or geometry (same formula, charge and spin) = 206.8 kJ/mol
Structure (SMILES) = C#CCCNC=O
Net charge = 0
Frontier orbital gap = 10.7 eV

Element x y z (Å)
O1 2.7789 1.0082 0.2140
N1 1.1690 -0.6074 0.0230
C1 -0.9053 0.7910 0.2597
C2 -1.7544 0.0098 -0.6169
C3 -2.7208 -0.5426 -1.0803
C4 2.3610 -0.0188 -0.2817
C5 0.2148 -0.0221 0.9583
H1 0.8986 -1.4146 -0.5196
H2 -0.2259 -0.8292 1.5505
H3 2.9376 -0.5869 -1.0397
H4 -3.3349 -1.1304 -1.7049
H5 -1.7825 1.0832 0.8707
H6 0.8099 0.6131 1.6218
H7 -0.4460 1.6466 -0.2549

=====

C5H7NO | ωB97M-V/def2-TZVPD

Energy relative to the best compared isomer or geometry (same formula, charge and spin) = 320.9 kJ/mol
Net charge = 0
Frontier orbital gap = 10.0 eV

Element x y z (Å)
O1 -1.2316 1.7455 0.4028
N1 -0.9248 -1.0239 0.5808
C1 1.4304 -0.7616 0.3097
C2 -0.1696 0.8863 -0.0529
C3 -0.5494 -0.4125 -0.7592
C4 0.8389 -0.9354 -0.9219
C5 0.2004 -0.1190 1.0040
H1 2.3539 -1.1527 0.6961
H2 -1.2650 -0.3967 -1.6564
H3 1.3754 -1.2638 -1.8477
H4 -1.7891 -0.6032 0.9394
H5 0.3980 0.0946 2.0644
H6 -1.3184 2.4687 -0.2352
H7 0.6509 1.4736 -0.5237

=====

C5H7NO | ωB97M-V/def2-TZVPD

Energy relative to the best compared isomer or geometry (same formula, charge and spin) = 255.9 kJ/mol
Structure (SMILES) = OC1=NCC=CC1
Net charge = 0
Frontier orbital gap = 10.1 eV

Element x y z (Å)
O1 2.6551 -0.1641 0.1942
N1 0.7594 1.1398 0.1314
C1 1.3708 0.0425 -0.0589
C2 -1.7885 0.2646 0.2422
C3 0.3913 -1.0889 -0.2851
C4 -1.1023 -0.9085 0.1991
C5 -0.7316 1.2782 -0.1755
H1 -0.9932 2.2061 0.1718
H2 0.6927 -1.9818 0.3082
H3 3.0224 0.5841 0.5249
H4 -0.6911 1.3836 -1.3326
H5 -2.7903 0.4725 0.7568
H6 0.6201 -1.3295 -1.2834
H7 -1.4148 -1.8984 0.6068